1.
Density functional theory data (ωB97M-V with the def2-TZVPD basis set) for C25H41AsCeN13OS5 as an isolated structure in a non-equilibrium geometry.

The geometry in XYZ format:
```
87
Properties=species:S:1:pos:R:3:lowdin_spin:R:1
Ce 1.107 1.171 -1.440 1.01
C -1.039 -5.115 2.739 0.00
C 0.145 -5.085 1.772 0.00
C -0.153 -6.036 0.606 0.00
C 1.395 -5.564 2.521 0.00
C 0.395 -3.689 1.212 0.00
C 1.463 -3.456 0.353 0.00
C 1.651 -2.191 -0.169 0.00
N 0.867 -1.152 0.104 0.00
C -0.160 -1.361 0.921 0.00
C -0.421 -2.605 1.489 0.00
C -1.078 -0.215 1.181 0.00
C -1.902 -0.200 2.303 0.00
C -2.787 0.847 2.502 0.00
C -2.812 1.837 1.526 0.00
C -1.930 1.772 0.465 0.00
N -1.061 0.777 0.302 0.00
C -3.670 0.962 3.741 0.00
C -3.185 2.162 4.566 0.00
C -3.606 -0.291 4.613 0.00
C -5.129 1.187 3.320 0.00
H -1.159 -6.127 3.131 0.00
H -1.970 -4.835 2.244 0.00
H -0.883 -4.442 3.585 0.00
H -0.364 -7.040 0.984 0.00
H 0.693 -6.101 -0.079 0.00
H -1.016 -5.689 0.034 0.00
H 1.223 -6.560 2.937 0.00
H 1.642 -4.885 3.339 0.00
H 2.261 -5.619 1.861 0.00
H 2.147 -4.246 0.070 0.00
H 2.462 -1.993 -0.854 0.00
H -1.295 -2.724 2.108 0.00
H -1.820 -0.992 3.030 0.00
H -3.480 2.686 1.596 0.00
H -1.889 2.548 -0.287 0.00
H -2.151 2.020 4.886 0.00
H -3.811 2.289 5.453 0.00
H -3.223 3.082 3.983 0.00
H -2.601 -0.457 5.005 0.00
H -3.912 -1.181 4.060 0.00
H -4.279 -0.173 5.466 0.00
H -5.255 2.134 2.797 0.00
H -5.772 1.204 4.204 0.00
H -5.471 0.390 2.658 0.00
N 2.310 -0.824 -3.133 0.00
C 3.615 -0.439 -3.689 0.00
C 4.740 -0.732 -2.703 0.00
C 4.856 0.260 -1.554 0.00
N 3.706 0.216 -0.639 0.00
H 2.259 -1.832 -3.042 0.00
H 1.558 -0.551 -3.760 0.00
H 3.580 0.631 -3.913 0.00
H 3.811 -0.955 -4.638 0.00
H 5.688 -0.725 -3.250 0.00
H 4.623 -1.756 -2.315 0.00
H 4.898 1.275 -1.952 0.00
H 5.796 0.096 -1.014 0.00
H 3.895 0.944 0.067 0.00
H 3.769 -0.641 -0.094 0.00
S 4.924 2.719 1.247 0.00
As 3.078 3.511 0.489 0.00
S 3.036 3.232 -1.726 0.00
S 1.402 2.245 1.189 0.00
S 2.745 5.572 0.978 0.00
N -1.539 1.223 -4.185 0.00
C -1.673 0.148 -3.321 0.00
N -2.785 -0.572 -3.262 0.00
N -2.510 -1.510 -2.333 0.00
N -1.325 -1.341 -1.862 0.00
N -0.738 -0.273 -2.473 0.00
C -0.304 1.666 -4.643 0.00
N -0.152 2.231 -5.828 0.00
N 1.167 2.531 -5.875 0.00
N 1.756 2.136 -4.802 0.00
N 0.835 1.593 -3.960 0.00
H -2.269 1.281 -4.875 0.00
C -1.078 5.317 -0.507 0.00
S 0.353 4.470 -1.179 0.00
C 0.495 5.434 -2.677 0.00
O -0.258 3.143 -1.666 0.00
H -1.876 5.375 -1.249 0.00
H -0.745 6.302 -0.180 0.00
H -1.388 4.743 0.364 0.00
H 0.467 6.490 -2.413 0.00
H -0.336 5.153 -3.325 0.00
H 1.449 5.170 -3.129 0.00
```

As for the charge: -2. Its expectation value of S² is 0.75. Its spin multiplicity is 2. The HOMO-LUMO gap is 4.94 eV. The HOMO energy comes out at -1.49 eV. The lowest unoccupied orbital energy is 3.442 eV. The calculation puts the total energy at -175960.886 eV. As for the relative energy (zero: lowest compared OMol25 entry of this formula, charge and spin): 0.0 kJ/mol.

=====

2.
Density functional theory data (ωB97M-V with the def2-TZVPD basis set) for C25H41Cl3IrN3O3Si as an isolated structure in a non-equilibrium geometry.

The geometry in XYZ format:
```
77
Properties=species:S:1:pos:R:3:lowdin_spin:R:1
C 4.615 2.347 1.798 0.00
C 3.264 1.880 2.215 0.00
H 4.530 3.361 1.391 0.00
H 5.002 1.749 0.985 0.00
H 5.364 2.403 2.595 0.00
C 2.632 2.536 3.182 0.00
C 3.179 3.725 3.873 0.00
H 1.590 2.371 3.403 0.00
H 3.164 4.702 3.338 0.00
H 4.217 3.475 4.159 0.00
H 2.566 3.832 4.778 0.00
Ir -1.912 -1.510 -1.071 2.60
Cl 0.197 -2.297 -1.585 0.29
Cl -1.102 0.310 -2.381 0.23
H -4.876 -2.615 -4.792 0.00
H -2.193 -4.478 -5.564 0.00
C -4.031 -1.971 -5.110 0.00
C -1.989 -3.399 -5.655 0.00
N -2.764 -2.589 -4.714 0.00
H -4.123 -0.987 -4.603 0.00
C -2.482 -2.620 -3.429 0.01
O -3.206 -1.973 -2.598 0.08
H -0.917 -3.256 -5.458 0.00
H -1.594 -3.167 -3.113 0.00
H -4.011 -1.878 -6.197 0.00
H -2.226 -3.103 -6.678 0.00
H -1.440 3.087 -0.630 0.00
H -1.337 2.768 1.631 0.00
C -2.435 2.638 -0.768 0.01
C -2.400 2.509 1.680 0.00
N -2.762 1.860 0.421 0.04
H -2.402 1.998 -1.662 0.00
C -3.293 0.622 0.391 0.06
O -3.480 -0.095 -0.642 0.09
H -2.592 1.820 2.501 0.00
H -3.607 0.240 1.386 0.00
H -3.165 3.449 -0.904 0.00
H -2.966 3.440 1.807 0.00
O 2.034 1.857 0.164 0.00
C 2.529 0.926 1.303 0.00
C 0.467 0.472 2.719 0.01
C 1.583 -0.061 2.090 0.01
H 0.230 1.490 2.469 0.00
C -0.261 -0.243 3.675 0.01
H 3.260 0.233 0.864 0.00
C 1.868 -1.439 2.327 0.00
H -1.064 0.288 4.192 0.00
C 0.074 -1.551 3.977 0.00
C 1.097 -2.166 3.243 0.00
H 2.730 -1.919 1.832 0.00
H -0.407 -2.036 4.823 0.00
H 1.369 -3.211 3.443 0.00
Si 2.436 2.352 -1.330 0.00
Cl -0.951 -0.845 0.698 0.27
C 1.427 3.645 -2.283 0.00
C 2.301 0.816 -2.439 0.00
C 4.201 3.041 -1.350 0.00
H 0.460 3.977 -1.897 0.00
H 1.217 3.269 -3.296 0.00
H 2.027 4.548 -2.439 0.00
H 4.297 3.910 -0.672 0.00
H 4.476 3.329 -2.391 0.00
H 4.886 2.247 -1.000 0.00
H 2.193 -0.098 -1.838 0.00
H 3.232 0.765 -3.014 0.00
H 1.421 0.889 -3.078 0.00
C -1.529 -4.692 2.413 0.03
C -0.826 -4.927 1.240 0.00
C -1.170 -4.242 0.067 0.04
N -2.124 -3.281 0.110 0.11
C -2.981 -3.247 1.161 0.05
C -2.589 -3.788 2.369 0.00
H -1.298 -5.253 3.312 0.00
H -0.009 -5.630 1.144 0.00
H -0.586 -4.388 -0.860 0.00
H -3.894 -2.707 1.018 0.00
H -3.141 -3.514 3.255 0.00
```

As for the charge: 0. Its expectation value of S² is 6.02. Its spin multiplicity is 5. The HOMO-LUMO gap (alpha / beta) is 5.55 / 6.90 eV. The HOMO energy (alpha / beta) comes out at -5.21 / -7.81 eV. The lowest unoccupied orbital energy (alpha / beta) is 0.335 / -0.908 eV. The calculation puts the total energy at -85483.359 eV. As for the relative energy (zero: lowest compared OMol25 entry of this formula, charge and spin): 313.3 kJ/mol.

=====

3.
Density functional theory data (ωB97M-V with the def2-TZVPD basis set) for C25H41Cl3N3O3RuSi as an isolated structure in a non-equilibrium geometry.

The geometry in XYZ format:
```
77
Properties=species:S:1:pos:R:3:lowdin_spin:R:1
C 1.364 -1.916 -4.623 0.08
C 0.206 -1.946 -3.642 0.64
H 1.759 -2.941 -4.791 0.02
H 2.163 -1.252 -4.273 0.00
H 0.893 -1.582 -5.564 0.03
C -0.921 -2.715 -3.965 0.71
C -1.023 -3.810 -4.999 0.12
H -1.842 -2.591 -3.509 0.04
H -0.395 -4.711 -4.785 0.03
H -0.891 -3.603 -6.083 0.03
H -2.082 -4.137 -5.012 0.00
Ru 0.135 3.045 1.832 2.36
Cl 1.700 3.992 0.311 0.10
Cl 0.772 1.284 3.076 0.33
H 1.265 4.632 5.930 0.00
H 4.556 5.375 4.527 0.00
C 2.064 3.902 5.688 0.00
C 4.155 4.369 4.383 0.00
N 2.730 4.389 4.453 0.00
H 1.622 2.889 5.535 0.00
C 2.004 4.558 3.336 0.01
O 0.787 4.290 3.338 0.03
H 4.536 4.044 3.404 0.00
H 2.510 4.921 2.448 0.00
H 2.831 3.901 6.494 0.00
H 4.592 3.720 5.156 0.00
H 0.805 -3.863 -0.172 0.00
H -1.503 -4.240 -1.594 0.01
C 0.213 -3.827 0.754 0.00
C -1.764 -4.464 -0.547 0.01
N -1.146 -3.484 0.356 0.00
H 0.625 -3.085 1.446 0.00
C -1.969 -2.831 1.268 0.00
O -1.623 -2.348 2.335 0.00
H -2.851 -4.374 -0.406 0.00
H -3.020 -2.800 0.898 0.00
H 0.192 -4.816 1.231 0.00
H -1.399 -5.477 -0.316 0.00
O 1.213 -1.596 -1.447 0.11
C 0.188 -0.972 -2.546 0.10
C -2.256 -1.358 -1.663 0.01
C -1.331 -0.415 -2.149 0.00
H -1.819 -2.344 -1.484 0.00
C -3.600 -1.021 -1.374 0.00
H 0.591 0.004 -2.787 0.01
C -1.804 0.906 -2.406 0.01
H -4.259 -1.757 -0.918 0.00
C -4.024 0.307 -1.556 0.01
C -3.148 1.225 -2.146 0.00
H -1.130 1.689 -2.773 0.00
H -5.060 0.616 -1.331 0.00
H -3.469 2.257 -2.280 0.00
Si 2.828 -1.361 -0.850 0.02
Cl -0.917 1.958 0.186 0.07
C 3.292 -2.186 0.955 0.01
C 3.490 0.270 -0.012 0.00
C 4.030 -1.449 -2.366 0.00
H 2.639 -3.047 1.116 0.00
H 2.925 -1.459 1.706 0.00
H 4.261 -2.493 1.365 0.00
H 4.012 -2.416 -2.883 0.00
H 5.080 -1.113 -2.320 0.00
H 3.572 -0.742 -3.070 0.00
H 3.345 1.192 -0.552 0.00
H 4.542 0.277 0.305 0.00
H 2.894 0.376 0.892 0.00
C -4.587 2.770 1.261 0.00
C -3.808 3.853 0.804 0.00
C -2.548 4.006 1.393 0.02
N -2.040 3.114 2.287 0.05
C -2.808 2.156 2.820 0.01
C -4.008 1.826 2.112 0.00
H -5.635 2.719 0.946 0.00
H -4.108 4.474 -0.057 0.00
H -1.767 4.723 1.119 0.01
H -2.364 1.682 3.661 0.00
H -4.462 0.830 2.126 0.00
```

As for the charge: 0. Its expectation value of S² is 8.77. Its spin multiplicity is 6. The HOMO-LUMO gap (alpha / beta) is 5.26 / 6.60 eV. The HOMO energy (alpha / beta) comes out at -5.46 / -8.35 eV. The lowest unoccupied orbital energy (alpha / beta) is -0.197 / -1.749 eV. The calculation puts the total energy at -85224.570 eV. As for the relative energy (zero: lowest compared OMol25 entry of this formula, charge and spin): 692.0 kJ/mol.

=====

Which formula does entry 2 have?
C25H41Cl3IrN3O3Si

=====

Among the records above, which one has the highest spin multiplicity?
C25H41Cl3N3O3RuSi

=====

Look up the total energy of the third one.
-85224.570 eV